(1)
{"formula": "C3H14O5", "method": "ωB97M-V/def2-TZVPD", "symbols": ["C", "C", "C", "O", "H", "H", "H", "H", "H", "H", "O", "H", "H", "O", "H", "H", "O", "H", "H", "O", "H", "H"], "xyz": [[-2.22, -0.85, -0.18], [-2.16, -1.20, 1.09], [-1.10, -0.89, 2.03], [0.13, -1.16, 1.42], [-2.82, -1.24, -0.96], [-1.64, 0.00, -0.61], [-2.88, -1.88, 1.53], [-1.19, 0.08, 2.50], [-1.12, -1.57, 2.80], [0.80, -0.39, 1.46], [2.86, 3.14, 0.39], [2.26, 2.80, -0.18], [2.42, 2.52, 1.15], [-0.68, 1.34, -2.87], [-0.26, 0.68, -2.42], [-0.69, 0.96, -3.72], [2.13, 0.58, 0.22], [2.98, 0.73, -0.32], [1.75, 0.04, -0.52], [0.45, -0.84, -1.15], [0.57, -1.73, -1.57], [0.42, -1.12, -0.11]], "lowdin_charge": [0.02, -0.15, -0.27, -0.09, 0.05, 0.07, 0.10, 0.13, 0.09, 0.13, -0.08, -0.07, 0.11, 0.00, -0.07, 0.02, -0.13, 0.11, 0.00, -0.16, 0.09, 0.07], "smiles": "C=CCO.O.O.O.O", "multiplicity": 1, "e_above_lowest_kj_mol": 291.7, "homo_lumo_gap_ev": 10.069, "largest_force_ha_per_bohr": 0.117}

***

(2)
{"formula": "C2H8NO", "method": "ωB97M-V/def2-TZVPD", "symbols": ["N", "H", "H", "H", "H", "O", "C", "C", "H", "H", "H", "H"], "xyz": [[1.67, -1.37, -1.28], [0.71, -1.01, -1.25], [1.77, -2.16, -1.91], [2.27, -0.58, -1.55], [1.97, -1.63, -0.34], [0.34, 0.42, 0.06], [-0.49, 0.88, 0.82], [-1.92, 0.50, 0.85], [-0.13, 1.48, 1.66], [-2.55, 1.32, 1.22], [-1.98, -0.25, 1.65], [-2.39, 0.17, -0.07]], "lowdin_charge": [0.30, 0.12, 0.16, 0.16, 0.16, -0.02, -0.25, -0.03, 0.13, 0.09, 0.10, 0.09], "multiplicity": 1, "e_above_lowest_kj_mol": 34.1, "charge": 1, "homo_lumo_gap_ev": 10.618, "largest_force_ha_per_bohr": 0.021}

***

(3)
{"formula": "C3H11N2O", "method": "ωB97M-V/def2-TZVPD", "symbols": ["C", "C", "C", "N", "N", "O", "H", "H", "H", "H", "H", "H", "H", "H", "H", "H", "H"], "xyz": [[-0.95, 1.46, -0.70], [-1.06, -1.14, -0.17], [-0.51, 0.31, 0.19], [2.22, -0.65, -0.20], [-0.64, 0.56, 1.52], [1.26, 0.34, -0.58], [-1.98, 1.44, -0.61], [-0.48, 2.35, -0.44], [-0.65, 1.21, -1.77], [-2.21, -1.15, -0.19], [-0.65, -1.47, -1.15], [-0.85, -1.81, 0.60], [2.01, -1.46, -0.87], [3.19, -0.24, -0.40], [-0.63, 1.46, 1.91], [2.45, -1.02, 0.76], [-0.50, -0.17, 2.11]], "lowdin_charge": [-0.01, 0.00, -0.37, 0.07, 0.19, -0.20, 0.08, 0.07, 0.13, 0.13, 0.10, 0.04, 0.19, 0.19, 0.12, 0.19, 0.08], "multiplicity": 1, "e_above_lowest_kj_mol": 396.0, "charge": 1, "homo_lumo_gap_ev": 10.988, "largest_force_ha_per_bohr": 0.081}

***

(4)
{"formula": "C18H51N3O6", "method": "ωB97M-V/def2-TZVPD", "symbols": ["C", "O", "C", "C", "C", "N", "H", "H", "H", "H", "H", "H", "H", "H", "H", "H", "H", "C", "O", "C", "C", "C", "N", "H", "H", "H", "H", "H", "H", "H", "H", "H", "H", "H", "C", "O", "C", "C", "C", "N", "H", "H", "H", "H", "H", "H", "H", "H", "H", "H", "H", "C", "C", "O", "H", "H", "H", "H", "H", "H", "C", "C", "O", "H", "H", "H", "H", "H", "H", "C", "C", "O", "H", "H", "H", "H", "H", "H"], "xyz": [[3.42, 3.35, -7.38], [3.08, 3.04, -6.06], [4.13, 2.79, -5.14], [3.43, 2.40, -3.82], [4.33, 2.17, -2.60], [2.64, 1.20, -4.05], [4.20, 2.69, -7.77], [3.78, 4.38, -7.40], [2.54, 3.29, -8.00], [4.62, 1.86, -5.45], [4.78, 3.66, -5.10], [2.72, 3.19, -3.57], [3.71, 1.79, -1.79], [4.62, 3.19, -2.30], [5.26, 1.61, -2.69], [1.79, 1.49, -4.52], [2.32, 0.81, -3.16], [2.10, 1.14, 1.69], [2.20, 0.75, 3.04], [1.74, -0.59, 3.30], [1.38, -0.62, 4.79], [0.63, -1.89, 5.16], [0.47, 0.51, 5.10], [2.77, 2.01, 1.67], [1.12, 1.50, 1.36], [2.48, 0.39, 1.00], [0.86, -0.91, 2.73], [2.59, -1.25, 3.11], [2.25, -0.54, 5.44], [0.20, -2.34, 4.25], [-0.15, -1.91, 5.92], [1.23, -2.74, 5.50], [-0.45, 0.39, 4.65], [0.92, 1.30, 4.66], [-2.09, 1.07, 2.65], [-1.79, 0.06, 3.59], [-2.65, -1.06, 3.61], [-4.05, -0.83, 4.21], [-3.94, -0.32, 5.67], [-4.85, -2.00, 3.98], [-1.54, 1.96, 2.92], [-3.13, 1.41, 2.58], [-1.82, 0.76, 1.64], [-2.74, -1.40, 2.57], [-2.22, -1.91, 4.15], [-4.50, -0.05, 3.58], [-3.60, -1.18, 6.25], [-4.83, 0.20, 6.01], [-3.22, 0.48, 5.85], [-4.35, -2.87, 4.14], [-5.57, -2.16, 4.67], [-2.22, 2.97, -1.19], [-3.26, 1.92, -1.30], [-4.57, 2.33, -1.68], [-2.19, 3.43, -0.20], [-2.22, 3.71, -1.99], [-1.21, 2.55, -1.27], [-3.25, 1.06, -0.63], [-2.96, 1.19, -2.08], [-4.62, 2.42, -2.63], [-0.54, -1.43, -1.99], [-0.34, 0.04, -1.74], [1.00, 0.45, -1.47], [-1.61, -1.63, -1.98], [0.01, -1.93, -1.19], [-0.29, -1.83, -2.98], [-0.82, 0.33, -0.79], [-0.85, 0.65, -2.49], [1.56, -0.33, -1.46], [1.16, -5.19, -2.56], [-0.26, -4.74, -2.22], [-1.04, -5.89, -1.95], [1.55, -5.96, -1.90], [1.92, -4.41, -2.67], [1.07, -5.73, -3.51], [-0.79, -4.22, -3.02], [-0.24, -4.13, -1.31], [-1.84, -5.88, -2.46]], "lowdin_charge": [-0.12, -0.21, -0.19, -0.44, -0.05, 0.04, 0.09, 0.09, 0.09, 0.13, 0.13, 0.13, 0.06, 0.08, 0.08, 0.07, 0.03, -0.11, -0.21, -0.18, -0.40, -0.08, 0.04, 0.09, 0.08, 0.08, 0.12, 0.13, 0.13, 0.06, 0.08, 0.07, 0.04, 0.06, -0.09, -0.24, -0.19, -0.45, -0.04, 0.03, 0.10, 0.09, 0.07, 0.13, 0.12, 0.12, 0.08, 0.07, 0.07, 0.07, 0.08, -0.08, -0.35, -0.06, 0.08, 0.09, 0.06, 0.11, 0.09, 0.08, -0.08, -0.32, -0.10, 0.09, 0.07, 0.08, 0.09, 0.10, 0.08, -0.08, -0.33, -0.08, 0.07, 0.07, 0.07, 0.11, 0.09, 0.08], "smiles": "COC[C@H](C)N.COC[C@H](C)N.COC[C@H](C)N.CCO.CCO.CCO", "multiplicity": 1, "e_above_lowest_kj_mol": 216.4, "homo_lumo_gap_ev": 8.840, "largest_force_ha_per_bohr": 0.075}

***

(5)
{"formula": "CH5IN5O", "method": "ωB97M-V/def2-TZVPD", "symbols": ["C", "N", "N", "N", "N", "N", "O", "I", "H", "H", "H", "H", "H"], "xyz": [[1.01, -0.56, 0.39], [0.13, -1.33, 0.92], [3.07, -2.08, -0.42], [0.60, 0.43, -0.36], [2.71, -0.94, -0.18], [-0.81, 0.75, -0.42], [2.43, -3.12, -0.46], [4.13, 0.50, -0.02], [0.29, -2.05, 1.56], [1.14, 0.63, -1.25], [-0.74, -1.26, 0.52], [-1.05, 1.03, -1.38], [-1.31, 1.40, 0.17]], "lowdin_charge": [-0.21, 0.25, -0.23, 0.01, -0.52, 0.07, 0.02, 0.98, 0.13, 0.17, 0.09, 0.12, 0.12], "multiplicity": 1, "e_above_lowest_kj_mol": 176.8, "charge": 1, "homo_lumo_gap_ev": [7.812, 7.813], "largest_force_ha_per_bohr": 0.095}

***

(6)
{"formula": "C20H22N8O2PV", "method": "ωB97M-V/def2-TZVPD", "symbols": ["V", "C", "C", "N", "C", "C", "N", "C", "C", "C", "C", "C", "N", "C", "C", "N", "C", "C", "N", "C", "C", "C", "N", "C", "C", "H", "H", "H", "H", "H", "H", "H", "H", "H", "H", "H", "H", "N", "C", "P", "O", "O", "C", "N", "H", "H", "H", "H", "H", "H", "H", "H", "H", "H"], "xyz": [[-0.03, -0.22, 0.09], [-0.30, -1.49, -4.01], [0.13, -0.80, -2.88], [-0.60, -0.84, -1.76], [-1.77, -1.54, -1.76], [-2.13, -2.26, -2.89], [-1.40, -2.23, -4.00], [-2.59, -1.33, -0.54], [-3.89, -1.72, -0.32], [-4.58, -1.24, 0.82], [-3.90, -0.29, 1.63], [-2.61, 0.04, 1.35], [-1.95, -0.53, 0.33], [-1.78, 1.11, 1.95], [-2.13, 1.98, 2.97], [-1.34, 2.99, 3.35], [-0.20, 3.16, 2.71], [0.21, 2.30, 1.70], [-0.57, 1.27, 1.34], [-5.95, -1.65, 1.11], [-6.76, -2.24, 0.13], [-8.05, -2.60, 0.47], [-8.58, -2.43, 1.69], [-7.80, -1.88, 2.61], [-6.50, -1.47, 2.38], [0.25, -1.43, -4.94], [1.03, -0.20, -2.88], [-3.03, -2.86, -2.90], [-4.39, -2.37, -1.03], [-4.43, 0.20, 2.43], [-3.07, 1.88, 3.50], [0.42, 4.01, 3.00], [1.16, 2.42, 1.18], [-6.44, -2.39, -0.89], [-8.71, -3.04, -0.27], [-8.24, -1.76, 3.60], [-5.93, -1.06, 3.21], [3.74, -3.23, -1.07], [2.51, -3.43, -0.21], [2.08, -1.97, 0.83], [0.54, -1.91, 0.92], [2.60, -0.71, 0.20], [2.67, -2.18, 2.56], [4.00, -1.54, 2.88], [3.67, -3.77, -1.94], [4.61, -3.55, -0.62], [3.88, -2.24, -1.32], [2.63, -4.36, 0.35], [1.67, -3.57, -0.89], [2.71, -3.23, 2.88], [1.92, -1.69, 3.19], [4.81, -2.13, 2.66], [4.07, -1.35, 3.89], [4.13, -0.65, 2.39]], "lowdin_spin": [1.96, 0.00, 0.00, -0.01, 0.00, 0.00, 0.00, 0.01, 0.00, 0.02, 0.00, 0.01, -0.02, 0.00, 0.00, 0.00, 0.00, 0.00, -0.01, 0.00, 0.01, 0.00, 0.01, 0.00, 0.01, 0.00, 0.00, 0.00, 0.00, 0.00, 0.00, 0.00, 0.00, 0.00, 0.00, 0.00, 0.00, 0.00, 0.00, 0.00, 0.00, 0.01, 0.00, 0.00, 0.00, 0.00, 0.00, 0.00, 0.00, 0.00, 0.00, 0.00, 0.00, 0.00], "multiplicity": 3, "s_squared": 2.02, "charge": 4, "homo_lumo_gap_ev": [4.661, 4.945], "largest_force_ha_per_bohr": 0.013}

***

> Number 1 is which compound?

C3H14O5

***

> Among the records above, which one has the highest multiplicity?

C20H22N8O2PV

***

> multiplicity of number 6 (C20H22N8O2PV)?

3

***

> What is the formula in the fifth record?

CH5IN5O